DFT (the ωB97M-V functional and the def2-TZVPD basis) results for C23H22BrN4O8SSeW as an isolated structure.

```
61
Properties=species:S:1:pos:R:3:forces:R:3:lowdin_charge:R:1
W -0.53162 -0.56182 -0.28125 0.6 -0.5 -0.3 1.498
O -0.92298 -1.18892 1.76173 -0.3 0.2 0.5 -0.262
C -0.69735 -0.31721 2.88325 0.0 0.1 0.0 -0.123
C 0.21408 0.77521 2.43570 0.0 0.1 0.0 -0.234
C 0.78393 1.65059 3.34585 -0.1 -0.1 -0.1 0.019
C 1.62654 2.64104 2.88150 0.1 0.1 0.1 -0.008
C 1.89920 2.71916 1.52298 0.0 0.0 0.0 -0.019
C 1.29257 1.82444 0.67486 -0.1 -0.1 0.1 -0.164
N 0.45091 0.86412 1.11647 -0.1 -0.3 -0.1 -0.036
H -1.83685 -1.55094 1.85124 0.1 -0.2 0.0 0.083
H -0.24685 -0.89487 3.69083 0.0 0.0 0.0 0.141
H -1.65129 0.10104 3.20634 0.0 0.0 0.0 0.141
H 0.56110 1.54178 4.39802 0.0 0.0 0.0 0.134
H 2.07822 3.33898 3.57311 0.0 0.0 0.0 0.127
H 2.54915 3.47756 1.11310 0.0 0.0 0.0 0.127
H 1.46801 1.84048 -0.38909 -0.1 0.1 0.0 0.096
O 3.03998 -1.99097 -4.86787 -0.1 0.0 0.0 0.155
C 3.77359 -1.54661 -3.85988 0.0 -0.2 0.0 -0.486
O 4.97073 -1.48670 -3.89883 0.0 0.1 0.0 0.136
C 3.05861 -1.14202 -2.60717 -0.1 0.0 -0.1 -0.014
C 3.72156 -0.72056 -1.47338 0.1 0.0 0.2 0.046
N 2.80080 -0.44539 -0.53964 -0.2 0.0 -0.1 0.018
N 1.55998 -0.66248 -0.99771 0.0 0.0 -0.1 -0.070
C 1.70499 -1.08250 -2.25505 0.0 0.1 0.2 -0.114
C 0.43578 -1.40808 -2.95431 0.0 0.0 0.0 -0.510
O 0.41157 -1.84140 -4.08228 0.0 -0.1 0.0 0.139
O -0.61488 -1.18749 -2.20449 -0.1 0.1 0.1 -0.268
H 2.07445 -2.00032 -4.67323 0.0 0.1 0.0 0.080
H 4.77760 -0.61758 -1.28878 0.0 0.0 0.0 0.156
H 2.93742 -0.16269 0.41791 0.1 0.0 0.0 0.127
Br 1.93290 -2.61279 1.70076 -0.1 0.0 0.1 0.874
C 0.67154 -3.60490 0.68654 0.1 -0.2 0.0 -0.680
C 0.75001 -4.98468 0.78070 0.0 0.1 0.0 -0.088
C -0.14285 -5.73605 0.03645 0.0 0.0 0.0 -0.019
C -1.06644 -5.08680 -0.77054 0.1 0.0 0.1 -0.011
C -1.06512 -3.70882 -0.80208 0.0 0.0 0.1 -0.090
N -0.20539 -2.96700 -0.07658 -0.1 0.4 -0.2 -0.048
H 1.49361 -5.44371 1.41410 0.0 0.0 0.0 0.108
H -0.10996 -6.81571 0.08741 0.0 0.0 0.0 0.126
H -1.78096 -5.62945 -1.37128 0.0 0.0 0.0 0.123
H -1.76572 -3.15988 -1.41447 0.0 0.0 0.0 0.112
Se -1.16769 1.52569 -1.59246 0.0 0.1 0.1 0.830
C -0.83510 3.15709 -0.62831 0.0 0.2 -0.1 -0.622
C 0.03695 4.07761 -1.21404 0.0 -0.1 0.0 -0.149
C 0.30485 5.28918 -0.59429 0.0 0.0 0.0 -0.081
C -0.29763 5.59553 0.61807 0.0 0.0 0.0 -0.082
C -1.18981 4.69741 1.18577 0.0 0.0 0.0 -0.075
C -1.47058 3.48999 0.56272 0.0 -0.1 0.0 -0.120
H 0.50889 3.84411 -2.16143 0.0 0.0 0.0 0.100
H 0.97803 5.99471 -1.06405 0.0 0.0 0.0 0.109
H -0.09591 6.54260 1.10105 0.0 0.0 0.0 0.107
H -1.68881 4.94662 2.11356 0.0 0.0 0.0 0.109
H -2.17542 2.80127 1.00024 -0.1 0.0 0.0 0.077
C -4.92410 -0.03511 -0.23318 0.0 -0.1 0.1 -0.103
S -3.51053 -0.46233 0.71587 -0.1 0.1 -0.2 0.469
O -3.80615 -1.48607 1.69316 0.0 -0.1 0.1 -0.282
O -2.92520 0.74289 1.26308 -0.2 0.0 -0.1 -0.340
O -2.55710 -1.09602 -0.30649 0.3 0.4 0.0 -0.513
H -5.65997 0.37397 0.45574 0.0 0.0 0.0 0.085
H -5.31030 -0.92479 -0.72284 0.0 0.0 0.0 0.083
H -4.61497 0.70958 -0.96312 0.0 0.0 0.0 0.076
```
Forces are in eV/Å.

The charge is +1. As for the multiplicity: 3. Its max |F| is 0.80 eV/A. As for the energy above the lowest of the compared OMol25 structures with the same formula, charge and spin: 0.00 kJ/mol. The value obtained for the HOMO energy (alpha / beta) is -10.460 / -10.928 eV. Its HOMO-LUMO gap (alpha / beta) is 0.26484 / 0.26244 hartree. The LUMO energy (alpha / beta) comes out at -3.3 / -3.8 eV. The calculation puts the molar mass at 857.22 g mol⁻¹.

DFT (the ωB97M-V functional and the def2-TZVPD basis) results for C23H22ClMnN3O7Si as an isolated structure.

```
58
Properties=species:S:1:pos:R:3:forces:R:3:lowdin_charge:R:1
Mn -0.57094 -0.27960 0.77564 0.2 0.3 0.2 0.915
O -4.80148 -4.54112 1.79925 0.0 -0.1 0.0 0.042
C -4.01978 -3.42323 1.70397 0.1 0.1 0.0 -0.291
C -3.12183 -3.08028 2.70677 -0.1 -0.1 0.1 0.051
C -2.35147 -1.95031 2.52426 0.0 0.0 0.0 -0.170
N -2.47197 -1.19681 1.44114 0.2 -0.2 -0.1 0.089
C -3.31802 -1.52942 0.47470 0.0 0.1 0.0 -0.162
C -4.13682 -2.63703 0.56779 -0.1 0.0 0.0 0.064
C -3.24641 -0.62715 -0.75843 0.1 -0.2 -0.2 -0.610
O -4.21155 -0.64514 -1.52995 0.1 0.1 0.0 -0.008
O -2.15774 0.01690 -0.85158 -0.2 0.0 0.0 -0.100
C -1.26613 -1.49638 3.50543 0.0 0.2 0.1 -0.626
O -1.28466 -2.00712 4.63340 0.1 0.0 -0.1 -0.023
O -0.48444 -0.62078 3.03026 -0.1 -0.3 0.1 -0.080
H -4.50643 -5.03668 2.57051 0.0 0.0 0.0 0.095
H -2.99059 -3.67055 3.60793 0.0 0.0 0.0 0.119
H -4.81864 -2.87994 -0.23584 0.0 0.0 0.0 0.124
C 2.83400 -1.79940 1.86692 0.0 0.0 0.0 -0.025
C 2.83682 -0.33008 1.55583 0.0 0.0 0.0 -0.333
C 3.96137 0.46551 1.75122 0.0 0.1 -0.1 -0.083
C 3.84416 1.83108 1.48677 -0.1 0.0 0.0 -0.113
C 2.65059 2.36493 1.05660 0.0 0.0 0.0 -0.048
C 1.53504 1.49947 0.87144 0.0 0.1 0.0 -0.438
N 1.69269 0.17484 1.11559 0.0 -0.1 0.1 0.091
N 0.29689 1.82906 0.47888 0.0 -0.3 0.1 -0.082
Si -0.22367 3.34531 -0.07550 0.0 0.1 -0.1 0.347
C -0.20250 4.70303 1.23393 0.0 0.1 0.2 -0.194
C -1.97900 3.19860 -0.67560 -0.2 -0.1 -0.1 -0.183
C 0.86114 4.00013 -1.48519 0.1 0.0 -0.1 -0.183
H 3.80710 -2.24878 1.65886 0.0 0.0 0.0 0.068
H 2.05687 -2.30243 1.29293 0.0 0.0 0.0 0.062
H 2.60272 -1.94378 2.92650 0.0 0.0 0.0 0.085
H 4.89013 0.03174 2.09712 0.0 0.0 0.0 0.085
H 4.70216 2.48107 1.63007 0.0 0.0 0.0 0.089
H 2.54462 3.42705 0.86648 0.0 -0.1 0.0 0.074
H -0.88012 4.45940 2.05906 0.1 0.0 -0.1 0.022
H -0.52262 5.65705 0.79769 0.0 0.0 0.0 0.016
H 0.79910 4.84191 1.65616 -0.1 0.0 0.0 0.008
H -2.65654 3.02199 0.16742 0.0 0.0 -0.1 0.031
H -2.08823 2.33631 -1.33995 0.0 0.1 0.0 0.015
H -2.30483 4.10692 -1.19570 0.0 0.0 0.0 0.020
H 1.62644 4.69574 -1.12489 0.0 0.0 0.0 0.011
H 0.25785 4.52327 -2.23500 0.0 0.0 0.0 0.014
H 1.37470 3.17031 -1.98191 0.0 0.1 0.0 0.015
Cl 2.21816 0.23343 -5.96167 0.0 0.0 0.0 0.584
C 1.67283 -0.63595 -4.53419 0.0 0.0 0.0 -0.673
C 1.93300 -1.99193 -4.42996 0.0 -0.1 0.0 -0.126
C 1.49275 -2.67006 -3.30094 0.0 0.0 -0.1 -0.029
C 0.81556 -2.01058 -2.28040 0.1 0.0 0.0 -0.106
C 0.56727 -0.65024 -2.41771 0.1 0.0 -0.1 -0.002
C 0.99022 0.04464 -3.54424 0.0 0.0 0.0 -0.095
C 0.38356 -2.81366 -1.05021 -0.3 0.1 -0.1 -0.616
O 0.43216 -4.04361 -1.14701 0.1 0.0 0.1 -0.008
O 0.00067 -2.14598 -0.04179 0.0 -0.1 -0.1 -0.100
H 2.46750 -2.50507 -5.22014 0.0 0.0 0.0 0.090
H 1.66479 -3.73231 -3.18413 0.0 0.0 0.0 0.108
H 0.01812 -0.11649 -1.65978 -0.1 0.1 0.0 0.072
H 0.78547 1.10224 -3.64882 0.0 0.0 0.0 0.098
```
Forces are in eV/Å.

The charge is -2. As for the multiplicity: 6. Its max |F| is 0.39 eV/A. As for the energy above the lowest of the compared OMol25 structures with the same formula, charge and spin: 4.60 kJ/mol. The value obtained for the HOMO energy (alpha / beta) is -2.264 / -2.321 eV. Its HOMO-LUMO gap (alpha / beta) is 0.24059 / 0.24268 hartree. The LUMO energy (alpha / beta) comes out at 4.3 / 4.3 eV. The calculation puts the molar mass at 570.92 g mol⁻¹.

DFT (the ωB97M-V functional and the def2-TZVPD basis) results for a 2-piece molecular cluster, C23H22F3N4O6S2 overall at a distorted geometry.

```
60
Properties=species:S:1:pos:R:3:forces:R:3:lowdin_charge:R:1
F 3.49551 2.59669 4.36391 -0.2 -0.9 0.0 0.107
C 2.56410 1.64439 4.14063 -0.7 0.2 -0.1 -0.635
F 2.90581 0.92609 3.04886 0.0 0.4 0.8 0.097
F 2.48740 0.82309 5.20679 0.4 0.4 -0.6 0.115
S 0.93902 2.56007 3.88925 -0.7 -1.2 -0.5 0.706
C -0.20764 1.33385 3.34702 0.3 0.8 0.7 -0.211
C -1.54614 1.57245 3.75233 -0.1 0.1 0.3 -0.299
C -2.46085 0.48909 4.01435 0.0 0.4 0.1 -0.049
C -3.77366 0.72360 4.37919 0.2 0.0 -0.9 -0.022
C -4.27501 2.03988 4.40805 0.6 0.0 0.2 -0.209
N -5.67729 2.23895 4.41705 -1.4 -0.2 0.5 -0.361
O -6.15830 3.38989 4.41940 0.7 -1.1 -0.1 0.003
O -6.40884 1.22020 4.42437 0.6 1.2 -0.1 -0.015
C -3.37972 3.12763 4.34306 0.1 -0.4 -0.6 -0.006
C -2.06112 2.90497 3.99355 -0.2 0.0 0.3 -0.048
O 0.60993 3.02509 5.22704 0.4 0.2 -0.8 -0.322
O 1.27521 3.50872 2.84691 0.1 0.1 0.5 -0.331
H 0.15775 0.36298 2.99282 0.0 0.5 0.4 0.064
H -2.05396 -0.52337 3.97294 -0.3 0.2 0.0 0.102
H -4.47953 -0.08035 4.56036 0.2 0.0 -0.1 0.106
H -3.77752 4.12638 4.50850 0.2 -0.2 -0.2 0.112
H -1.39597 3.77202 3.91200 -0.3 -0.4 0.0 0.099
C -3.72687 -3.96385 -3.78234 0.5 0.4 0.1 -0.081
N -2.93828 -2.74302 -3.85940 -0.6 -0.4 -0.4 -0.247
C -3.38554 -1.87445 -4.94003 0.3 -0.2 0.5 -0.076
C -1.99718 -2.35465 -2.89131 0.9 0.6 0.8 -0.237
C -0.64731 -2.77956 -2.99845 -0.8 0.2 -0.1 0.003
C 0.32752 -2.23431 -2.18987 0.2 0.4 0.7 -0.026
C 0.02227 -1.27056 -1.18703 -1.2 -0.5 -0.7 -0.189
C 1.08229 -0.60340 -0.45699 0.7 -0.1 -0.7 0.109
C 2.33052 -0.37413 -1.02084 -0.8 0.1 0.0 -0.044
C 3.51057 -0.30624 -0.17359 0.3 0.0 1.6 -0.348
O 3.52466 -0.75936 0.97121 0.2 0.8 -1.5 0.087
N 4.66484 0.32468 -0.71309 0.4 -0.1 0.0 -0.050
C 5.74358 0.60685 0.23708 0.3 0.2 0.2 -0.054
C 4.92483 0.45103 -2.06753 -0.6 -0.4 0.4 -0.695
S 6.35387 1.02993 -2.72577 -0.5 -0.3 0.5 0.702
N 3.87810 0.02473 -2.87842 -0.2 0.8 -0.2 -0.059
C 4.09269 0.26685 -4.30518 0.1 0.0 -0.3 -0.105
C 2.51565 -0.03497 -2.44187 -0.9 -0.3 -1.0 -0.338
O 1.59784 0.19172 -3.22986 1.5 -0.3 0.9 0.083
C -1.36134 -1.03605 -0.93421 0.8 0.2 0.2 0.001
C -2.33646 -1.51191 -1.79683 0.0 -0.6 -0.9 0.003
H -3.45602 -4.55215 -2.90145 0.0 0.1 -0.2 0.089
H -4.79684 -3.71254 -3.74597 0.0 -0.2 0.1 0.077
H -3.55580 -4.55604 -4.69088 -0.1 -0.2 0.1 0.076
H -2.82318 -0.93641 -4.94719 -0.1 -0.2 0.0 0.092
H -3.23906 -2.39808 -5.89448 0.0 0.2 0.0 0.078
H -4.45963 -1.66471 -4.83366 0.1 0.2 -0.1 0.077
H -0.38880 -3.50226 -3.77582 -0.1 0.2 0.2 0.118
H 1.36053 -2.57903 -2.27142 -0.3 0.2 -0.1 0.124
H 0.87048 -0.26362 0.55588 0.3 -0.4 0.1 0.131
H 6.51024 1.16274 -0.31387 -0.3 -0.2 0.3 0.017
H 5.37132 1.21171 1.07654 0.0 -0.3 -0.3 0.101
H 6.18139 -0.32679 0.61995 -0.2 0.3 -0.1 0.102
H 3.21852 -0.06377 -4.86657 0.2 0.0 0.2 0.086
H 4.28530 1.33965 -4.47959 -0.2 -0.5 0.0 0.080
H 5.00255 -0.27740 -4.58858 -0.4 0.1 -0.1 0.063
H -1.64433 -0.46367 -0.04622 0.1 0.1 -0.4 0.123
H -3.39206 -1.24925 -1.68071 0.4 0.0 0.1 0.121
```
Forces are in eV/Å.

The charge is -1. Its max |F| is 1.79 eV/A. As for the energy above the lowest of the compared OMol25 structures with the same formula, charge and spin: 0.00 kJ/mol. The value obtained for the HOMO energy is -4.089 eV. Its HOMO-LUMO gap is 0.15945 hartree. The LUMO energy comes out at 0.3 eV. The calculation puts the molar mass at 571.58 g mol⁻¹.

DFT (the ωB97M-V functional and the def2-TZVPD basis) results for C23H22F5FeN4OS3Se as an isolated structure at a distorted geometry.

```
60
Properties=species:S:1:pos:R:3:forces:R:3:lowdin_charge:R:1
Fe 0.38538 -0.12450 1.64450 0.1 -0.3 0.0 0.819
C 3.20512 -1.17245 -0.12141 0.3 0.9 -0.1 -0.018
C 2.28042 -1.57735 0.98290 1.7 1.0 0.8 -0.323
C 1.20713 -2.41335 0.80438 -1.2 -0.9 -0.9 -0.076
C 0.44191 -2.94064 1.82416 -0.3 -0.2 1.5 -0.046
C 0.73258 -2.50715 3.13613 -0.3 0.0 -0.1 -0.062
C 1.76422 -1.59513 3.34207 0.3 0.8 0.0 -0.081
C 2.60921 -1.14522 2.29218 -1.7 -0.9 0.1 -0.040
H 3.86448 -0.39095 0.29465 -0.2 -0.1 -0.5 0.091
H 2.70366 -0.78718 -1.02599 0.1 -0.2 0.4 0.097
H 3.87191 -1.97885 -0.40989 -0.1 -0.3 -0.1 0.102
H 0.94515 -2.71113 -0.18941 0.0 -0.1 -0.6 0.132
H -0.36731 -3.67783 1.65450 0.6 0.7 -0.1 0.142
H 0.15281 -2.81704 4.01472 0.1 0.0 -0.6 0.134
H 1.85007 -1.12985 4.32225 0.3 -0.4 0.0 0.125
H 3.47776 -0.53319 2.48737 0.0 0.1 0.0 0.126
N 2.04729 2.76082 3.23222 0.7 -0.3 0.9 0.101
C 0.88465 2.25255 3.77310 0.3 0.6 -0.1 -0.680
N 0.17441 1.33745 3.17618 -0.3 -1.2 -0.4 0.006
C -0.98201 1.02763 3.88367 0.1 -0.3 -0.4 -0.324
C -1.16649 1.77222 4.97414 -1.4 -0.1 1.3 -0.328
S 0.13385 2.83363 5.19325 0.6 0.9 0.5 1.155
C -1.83294 -0.05507 3.39012 -0.3 0.0 0.7 -0.363
C -2.79344 -0.72176 4.03802 -0.7 0.0 1.0 -0.301
S -3.68785 -1.77739 2.96341 0.8 0.6 0.3 1.131
C -2.58921 -1.29120 1.70033 -0.9 -0.6 -0.4 -0.651
N -1.68613 -0.45053 2.10442 1.7 0.7 -1.9 0.003
N -2.68030 -1.75938 0.43435 2.2 1.4 0.8 0.149
H 2.45027 2.09627 2.55812 0.1 0.7 0.5 0.101
H 2.72717 3.20492 3.90302 -1.0 -0.8 -1.2 0.145
H -2.02068 1.74174 5.68198 0.9 0.1 -0.6 0.118
H -3.00127 -0.57517 5.09163 -0.4 -0.3 -0.2 0.097
H -3.43961 -2.27371 0.16829 -2.3 -1.6 -0.6 0.073
H -2.25386 -1.27181 -0.34329 0.2 0.1 0.2 0.015
O 0.61272 1.14737 0.20536 1.1 -1.2 -0.2 -0.596
S -0.35470 2.20372 -0.28350 -1.5 1.3 0.0 1.009
C 0.42508 3.72450 0.30273 0.2 -0.6 -0.2 -0.263
C 1.25036 4.28280 -0.84835 0.8 0.6 0.3 -0.204
C 1.37543 3.26504 -1.94935 1.9 -1.8 0.7 -0.235
C 0.08674 2.54800 -1.96796 -1.7 -0.3 -0.7 -0.353
H 1.00183 3.31235 1.12177 0.3 0.3 0.2 0.053
H -0.31651 4.37261 0.71471 -0.5 0.5 0.1 0.098
H 2.22522 4.60899 -0.51415 0.3 -0.1 0.3 0.124
H 0.84029 5.18623 -1.26330 -0.7 0.3 0.0 0.122
H 2.18156 2.46767 -1.74927 -0.8 1.4 -0.3 0.149
H 1.57403 3.74646 -2.88082 0.3 0.1 -0.7 0.123
H 0.03951 1.57360 -2.46843 0.0 0.4 -0.3 0.054
H -0.72488 3.23343 -2.33296 0.4 -0.8 0.2 0.141
F -1.22445 -3.72168 -7.86439 0.2 -0.4 -0.1 0.194
C -1.43115 -3.03889 -6.77045 -0.7 1.2 -0.3 -0.113
C -1.78431 -1.67908 -6.89966 0.6 -0.9 1.3 -0.143
F -1.81832 -1.13771 -8.08018 -0.2 0.4 -0.8 0.186
C -1.98327 -0.95989 -5.73982 -0.5 0.4 -0.5 -0.256
F -2.36439 0.31254 -5.83977 0.2 -0.2 -0.1 0.086
C -1.85962 -1.52297 -4.46549 0.3 -0.3 0.9 -0.534
Se -2.04349 -0.43080 -2.97526 -0.1 -0.1 0.0 0.920
C -1.50407 -2.87861 -4.35373 -0.2 0.0 -0.3 -0.212
F -1.29379 -3.45803 -3.14170 -0.3 0.6 -1.4 0.066
C -1.35828 -3.62622 -5.52682 0.7 -0.2 1.7 -0.139
F -0.95994 -4.88082 -5.40526 -0.1 -0.4 -0.2 0.150
```
Forces are in eV/Å.

The charge is +2. As for the multiplicity: 6. Its max |F| is 2.86 eV/A. As for the energy above the lowest of the compared OMol25 structures with the same formula, charge and spin: 48.44 kJ/mol. The value obtained for the HOMO energy (alpha / beta) is -13.624 / -13.782 eV. Its HOMO-LUMO gap (alpha / beta) is 0.30892 / 0.23933 hartree. The LUMO energy (alpha / beta) comes out at -5.2 / -7.3 eV. The calculation puts the molar mass at 696.45 g mol⁻¹.